# C9H18Br2O3

A 3-piece molecular cluster, C9H18Br2O3 overall at a distorted geometry (ωB97M-V with the def2-TZVPD basis set, the Open Molecules 2025 dataset).

The charge is 0. The SMILES is CCOC(C)=O.CC(C)=O.BrCCBr. The calculation puts the HOMO-LUMO gap at 10.411 eV. The total energy is -155852.390 eV. For the energy above the lowest of the compared OMol25 structures with the same formula, charge and spin, the calculation gives 0.0 kcal/mol.

```
32
C9H18Br2O3 | the Open Molecules 2025 dataset | ωB97M-V with the def2-TZVPD basis set
C 13.812 0.811 14.170
C 12.323 0.997 13.819
O 12.200 1.906 12.738
C 11.844 3.164 13.050
C 11.390 3.982 11.854
O 11.681 3.529 14.184
H 14.339 0.567 13.253
H 13.926 0.017 14.906
H 14.159 1.759 14.580
H 11.902 0.032 13.518
H 11.718 1.268 14.683
H 10.625 3.453 11.293
H 12.219 4.363 11.263
H 10.866 4.864 12.226
C 12.658 0.527 7.059
C 12.666 0.644 8.569
C 13.417 -0.307 9.447
O 12.189 1.640 9.066
H 12.342 1.497 6.684
H 11.969 -0.256 6.733
H 13.640 0.279 6.655
H 12.876 -0.339 10.392
H 14.403 0.104 9.658
H 13.477 -1.318 9.044
Br 10.088 4.367 8.291
C 8.636 3.191 7.651
C 9.151 1.786 7.790
Br 8.040 0.523 6.788
H 8.555 3.508 6.618
H 7.720 3.392 8.193
H 9.232 1.380 8.795
H 10.165 1.681 7.415
```